Entry w
ORCA calculation (the ωB97M-V functional and the def2-TZVPD basis) on 2 unconnected molecules or ions with the total composition CH4NOP.

Properties
HOMO level (alpha / beta)	-9.485 / -6.860	eV
frontier orbital gap (alpha / beta)	8.9 / 5.9	eV
LUMO energy (alpha / beta)	-0.5 / -1.0	eV

```
8
Properties=species:S:1:pos:R:3:lowdin_charge:R:1
C -0.10344 1.45625 -1.10300 -0.300
N 0.03448 -2.45307 1.84555 -0.380
O 0.05372 0.13472 -1.00326 -0.305
P -0.14516 -0.99482 1.57954 0.831
H 0.72649 1.80514 -1.65685 0.063
H 0.13101 1.69975 -0.05281 0.070
H -1.11274 1.68745 -1.38360 0.068
H 0.41564 -3.33542 1.77443 -0.046
```


Entry x
ORCA calculation (the ωB97M-V functional and the def2-TZVPD basis) on a single CH4NOP molecule.

Properties
HOMO level	-9.413	eV
frontier orbital gap	9.0	eV
LUMO energy	-0.5	eV

```
8
Properties=species:S:1:pos:R:3:lowdin_charge:R:1
O -0.16723 2.29210 -0.80884 -0.075
N -0.68506 2.01015 0.24948 -0.076
C -1.33486 0.71508 0.10710 -0.520
P -0.37939 -0.46897 -0.95715 0.780
H -2.30823 0.66845 -0.36521 0.065
H -1.45571 0.16754 1.04878 0.059
H -0.80581 -1.51571 -0.22533 -0.152
H 0.83397 -0.25140 -0.18760 -0.081
```


Of them, the most stable is entry x and the least stable is entry w.


Entry w
ORCA calculation (the ωB97M-V functional and the def2-TZVPD basis) on a single CH4NOP molecule.

Properties
HOMO level	-9.360	eV
frontier orbital gap	10.4	eV
LUMO energy	1.1	eV

```
8
Properties=species:S:1:pos:R:3:lowdin_charge:R:1
H -0.43411 1.73908 -1.53966 0.106
N -0.21763 0.83455 -0.97987 0.028
C -0.80158 -0.24234 -0.74470 -0.448
O -0.19847 -0.88564 0.20569 -0.443
P 1.33230 -0.42420 0.75976 0.841
H -1.73556 -0.64250 -1.11181 0.123
H 0.82795 0.72501 1.40332 -0.097
H 1.22710 -1.10396 2.00729 -0.111
```


Entry x
ORCA calculation (the ωB97M-V functional and the def2-TZVPD basis) on a single CH4NOP molecule.

Properties
HOMO level	-9.206	eV
frontier orbital gap	10.0	eV
LUMO energy	0.8	eV

```
8
Properties=species:S:1:pos:R:3:lowdin_charge:R:1
N 0.15594 -0.62179 -1.16478 0.060
C -0.35238 -0.06618 -0.09324 -0.874
O -1.55124 0.10695 0.01244 -0.047
P 0.84413 0.63143 1.20115 0.837
H -0.28373 -1.12692 -1.98697 0.138
H 1.19205 -0.92833 -1.30361 0.133
H 0.00284 1.75659 1.18533 -0.097
H -0.00760 0.24826 2.14967 -0.152
```


Of them, the most stable is entry x and the least stable is entry w.


Entry w
ORCA calculation (the ωB97M-V functional and the def2-TZVPD basis) on a molecular structure, C3H2N2O2.

Properties
HOMO level	-11.174	eV
frontier orbital gap	11.2	eV
LUMO energy	0.1	eV

```
9
Properties=species:S:1:pos:R:3:lowdin_charge:R:1
O -2.29002 0.16198 -1.24013 0.116
C -1.76414 0.33503 -0.17590 -0.149
C -0.30774 0.04034 0.00434 -0.340
N 0.67887 0.87216 -0.02491 0.164
C 1.74012 0.01508 0.12831 -0.183
N 1.42398 -1.23889 0.26228 0.099
O 0.04314 -1.22584 0.18572 0.040
H -2.29097 0.69090 0.72374 0.133
H 2.76676 0.34925 0.13654 0.120
```


Entry x
ORCA calculation (the ωB97M-V functional and the def2-TZVPD basis) on a molecular structure, C3H2N2O2.

Properties
HOMO level	-9.994	eV
frontier orbital gap	9.6	eV
LUMO energy	-0.4	eV

```
9
Properties=species:S:1:pos:R:3:lowdin_charge:R:1
C 0.11987 1.75325 -0.84847 -0.291
C -0.03719 -1.80109 0.77623 -0.137
C 0.00166 -0.05067 0.14512 -0.296
N 0.42810 0.77032 -1.59657 0.199
N 0.97967 -1.00922 0.72255 0.180
O -0.31177 1.32293 0.35892 0.030
O -1.01372 -1.00196 0.29630 0.075
H 0.07412 2.78649 -0.99833 0.107
H -0.24076 -2.77006 1.14425 0.132
```


Of them, the most stable is entry w and the least stable is entry x.


Entry w
ORCA calculation (the ωB97M-V functional and the def2-TZVPD basis) on a single C3H2N2O2 molecule.

Properties
HOMO level	-9.142	eV
frontier orbital gap	8.1	eV
LUMO energy	-1.1	eV

```
9
Properties=species:S:1:pos:R:3:lowdin_charge:R:1
N 2.65645 -0.21258 0.69052 0.151
C 1.42094 -0.25797 0.66279 -0.143
C 0.18560 -0.53390 0.96249 -0.063
N -1.05607 -0.52789 0.84124 0.145
C -1.51759 0.22283 -0.28940 -0.459
O -0.69894 0.38349 -1.38297 0.051
O -1.90401 -0.48603 -1.39602 0.080
H 3.03632 0.33041 -0.08961 0.079
H -2.12269 1.08164 0.00096 0.159
```


Entry x
ORCA calculation (the ωB97M-V functional and the def2-TZVPD basis) on a single C3H2N2O2 molecule.

Properties
HOMO level	-10.589	eV
frontier orbital gap	9.1	eV
LUMO energy	-1.5	eV

```
9
Properties=species:S:1:pos:R:3:lowdin_charge:R:1
O 2.22444 -0.59544 -0.48536 -0.009
C 1.06707 -0.12759 0.03299 -0.291
C 0.38580 1.20426 -0.00412 -0.122
N -0.85110 1.21414 -0.13997 0.157
C -1.34558 -0.30629 0.03031 -0.314
O -2.45076 -0.59681 -0.42968 0.108
N -0.05823 -0.92593 0.31534 0.100
H 0.89365 2.17292 0.15385 0.132
H 0.13472 -2.03925 0.52664 0.242
```


Of them, the most stable is entry x and the least stable is entry w.


Entry w
ORCA calculation (the ωB97M-V functional and the def2-TZVPD basis) on a single C3H2N2O2 molecule.

Properties
HOMO level	-11.185	eV
frontier orbital gap	10.8	eV
LUMO energy	-0.3	eV

```
9
Properties=species:S:1:pos:R:3:lowdin_charge:R:1
O -2.49502 -0.33246 -0.80864 0.108
C -1.80415 0.14823 0.04989 -0.150
C -0.30869 -0.03535 0.06956 -0.325
N 0.56430 0.92067 0.06985 0.158
C 1.73398 0.21103 -0.03628 -0.182
N 1.58963 -1.08199 -0.07086 0.097
O 0.22963 -1.25330 0.00368 0.040
H -2.18115 0.79935 0.86406 0.134
H 2.70202 0.68007 -0.14117 0.120
```


Entry x
ORCA calculation (the ωB97M-V functional and the def2-TZVPD basis) on a single C3H2N2O2 molecule.

Properties
HOMO level	-11.245	eV
frontier orbital gap	11.0	eV
LUMO energy	-0.2	eV

```
9
Properties=species:S:1:pos:R:3:lowdin_charge:R:1
O 1.15431 -1.52135 -0.19311 0.085
C 1.51779 -0.51498 0.33904 -0.340
C -1.78495 -0.31853 1.49426 0.106
N -1.42975 0.06624 0.43639 -0.006
C -0.97256 0.49816 -0.78533 -0.180
N 0.22655 0.82119 -1.05905 0.104
O 1.07721 0.73918 0.05627 -0.053
H 2.25624 -0.42427 1.14627 0.148
H -1.70050 0.57929 -1.58576 0.135
```


Of them, the most stable is entry w and the least stable is entry x.


Entry w
ORCA calculation (the ωB97M-V functional and the def2-TZVPD basis) on 2 unconnected molecules or ions with the total composition C3H2N2O2.

Properties
HOMO level	-9.045	eV
frontier orbital gap	9.5	eV
LUMO energy	0.4	eV

```
9
Properties=species:S:1:pos:R:3:lowdin_charge:R:1
C 1.71037 0.96969 0.13843 -0.373
C -1.70971 0.68602 0.25219 -0.531
C -1.11917 1.92648 -0.29643 0.053
N 0.68450 1.22886 0.68796 0.135
N -1.49766 0.88855 -1.10343 0.094
O 2.61582 0.68918 -0.50337 0.202
O -1.98824 -0.15972 1.00393 0.120
H 0.52172 1.20092 1.71339 0.155
H -1.38000 0.74695 -2.12122 0.146
```


Entry x
ORCA calculation (the ωB97M-V functional and the def2-TZVPD basis) on a single C3H2N2O2 molecule.

Properties
HOMO level	-9.207	eV
frontier orbital gap	9.3	eV
LUMO energy	0.1	eV

```
9
Properties=species:S:1:pos:R:3:lowdin_charge:R:1
O 2.18339 -1.36915 -1.11749 0.214
C 1.46926 -0.54447 -0.72325 -0.071
C 0.85253 0.55694 -0.21477 -0.312
N -0.37122 0.98206 -0.84146 0.124
C -1.23617 0.55915 -0.01016 -0.169
N -0.70014 -0.12135 1.14323 0.035
O 0.62572 0.42094 1.14971 -0.077
H -2.31083 0.59185 -0.14747 0.124
H -0.51254 -1.07597 0.76167 0.132
```


Of them, the most stable is entry w and the least stable is entry x.


Entry w
ORCA calculation (the ωB97M-V functional and the def2-TZVPD basis) on a single C3H2N2O2 molecule.

Properties
HOMO level	-9.957	eV
frontier orbital gap	9.8	eV
LUMO energy	-0.1	eV

```
9
Properties=species:S:1:pos:R:3:lowdin_charge:R:1
N 0.03187 0.08056 -0.00295 0.180
C -1.02310 -0.46302 0.58267 -0.224
N -1.12339 -0.79223 1.86595 0.145
C -2.52673 -0.82792 1.97752 -0.447
O -3.32093 -0.76932 2.85409 0.134
C -2.77738 -0.81051 0.45284 -0.122
O -3.32994 -1.40282 -0.42459 0.135
H -0.01116 -0.06168 -0.96277 0.092
H 0.85756 0.05519 0.53587 0.107
```


Entry x
ORCA calculation (the ωB97M-V functional and the def2-TZVPD basis) on a molecular structure, C3H2N2O2.

Properties
HOMO level	-9.246	eV
frontier orbital gap	8.2	eV
LUMO energy	-1.0	eV

```
9
Properties=species:S:1:pos:R:3:lowdin_charge:R:1
N -1.99837 -1.21992 -0.00265 0.250
C -1.39619 -0.18613 0.05674 -0.117
O 0.80800 -0.81115 0.35804 -0.021
C 1.57423 0.07641 -0.01543 -0.398
O 1.29193 1.29724 -0.34502 -0.057
C -1.14311 1.12905 0.14847 -0.112
N -0.24396 1.95972 0.05538 0.198
H -1.55323 -2.12110 -0.14851 0.120
H 2.66071 -0.12412 -0.10701 0.136
```


Entry y
ORCA calculation (the ωB97M-V functional and the def2-TZVPD basis) on a single C3H2N2O2 molecule.

Properties
HOMO level	-11.142	eV
frontier orbital gap	10.8	eV
LUMO energy	-0.4	eV

```
9
Properties=species:S:1:pos:R:3:lowdin_charge:R:1
O -2.04903 0.80958 -1.31875 0.106
C -1.76064 0.36847 -0.23424 -0.149
C -0.32321 0.11840 0.12749 -0.313
N 0.72154 0.84531 -0.09591 0.172
C 1.72544 -0.07436 0.08521 -0.180
N 1.33424 -1.27291 0.40820 0.095
O -0.03938 -1.15976 0.45222 0.018
H -2.52630 0.08992 0.50340 0.130
H 2.77198 0.13817 -0.08248 0.120
```


Entry z
ORCA calculation (the ωB97M-V functional and the def2-TZVPD basis) on a molecular structure, C3H2N2O2.

Properties
HOMO level (alpha / beta)	-8.530 / -8.601	eV
frontier orbital gap (alpha / beta)	7.0 / 7.2	eV
LUMO energy (alpha / beta)	-1.5 / -1.4	eV

```
9
Properties=species:S:1:pos:R:3:lowdin_charge:R:1
C 0.43987 0.12799 0.52570 -0.353
C -0.72677 -0.39874 -0.03026 -0.147
O 0.75464 0.42262 1.76404 0.182
N -1.57789 -1.30855 -0.01353 0.166
C 0.13389 0.55125 -1.51377 -0.346
O 1.12030 0.69503 -0.48975 0.090
N -0.04633 0.75678 -2.65492 0.177
H 1.25583 1.25407 1.81755 0.152
H -1.35353 -2.10044 0.59494 0.079
```


Of them, the most stable is entry w and the least stable is entry z.


Entry w
ORCA calculation (the ωB97M-V functional and the def2-TZVPD basis) on 2 unconnected molecules or ions with the total composition C2H6N3O2.

Properties
charge	-1
HOMO level	-2.413	eV
frontier orbital gap	6.7	eV
LUMO energy	4.3	eV

```
13
Properties=species:S:1:pos:R:3:lowdin_charge:R:1
C -2.77208 -0.54487 0.40938 -0.194
C 2.77008 0.77565 -0.20117 -0.053
N 1.28868 -1.13610 -0.65217 -0.041
N -1.41583 -0.96628 0.05626 -0.118
N -0.51528 -0.17412 -0.11075 -0.373
O -0.52054 1.04015 -0.03052 -0.155
O 2.09133 -0.64165 0.14076 -0.342
H -3.01992 0.45596 0.03917 0.029
H -2.88033 -0.63045 1.53055 0.056
H -3.50452 -1.36388 -0.09355 0.082
H 3.67276 0.64241 -0.91753 0.085
H 2.70795 1.32054 0.66889 0.024
H 2.09770 1.22263 -0.83934 0.000
```


Entry x
ORCA calculation (the ωB97M-V functional and the def2-TZVPD basis) on 2 unconnected molecules or ions with the total composition C2H6N3O2.

Properties
charge	-1
HOMO level (alpha / beta)	-3.596 / -3.738	eV
frontier orbital gap (alpha / beta)	7.8 / 7.9	eV
LUMO energy (alpha / beta)	4.2 / 4.2	eV

```
13
Properties=species:S:1:pos:R:3:lowdin_charge:R:1
C -1.41936 1.01938 0.25690 -0.229
C -0.56111 -0.95962 -0.69748 -0.241
N 1.16651 0.25345 0.89164 0.153
N -0.36458 0.43211 -0.46267 -0.198
N 2.27274 -0.04193 0.34954 -0.673
O 2.56988 -0.24807 -0.77544 -0.032
O 3.15430 -0.02147 1.29570 -0.161
H -2.02026 1.36162 -0.55052 0.059
H -1.94053 0.37539 0.96565 0.058
H -0.99925 1.76160 0.91585 0.057
H 0.31217 -1.44042 -1.25327 0.074
H -0.62944 -1.50648 0.29510 0.067
H -1.54106 -0.98555 -1.23100 0.065
```


Of them, the most stable is entry x and the least stable is entry w.